DFT (ωB97M-V with the def2-TZVPD basis set) results for a structure of composition C33H28Cl4N5O6Ru.

Properties
E_HOMO (spin up / spin down) (eV): -5.5 / -5.5
Kohn-Sham gap (spin up / spin down) (Eh): 0.19237 / 0.18922
Spin multiplicity: 2
⟨S²⟩: 0.77
LUMO level (spin up / spin down) (eV): -0.30 / -0.30
Molar mass (g mol⁻¹): 833.50

Positions of all 77 atoms, in Å:
Ru (-1.5856, -0.0773, -0.8555)
Cl (1.3842, 2.5636, 1.9556)
Cl (-1.4630, 3.6638, 3.6671)
Cl (5.0484, 2.7526, -2.0018)
Cl (-3.6979, 2.0397, -1.0844)
O (5.1007, -0.1554, 0.7938)
O (0.3692, -1.3342, -0.7651)
O (-0.8413, 0.6910, -2.7991)
O (0.7494, -1.9054, -2.9143)
O (6.5785, -1.3943, -0.4824)
O (-0.3412, 1.4672, -0.0643)
N (-3.0227, -0.3334, 0.6115)
N (2.2537, -0.5062, 2.6255)
N (-0.9706, -2.3072, 1.7626)
N (-2.5192, 1.6063, 1.9058)
N (-2.6304, -1.6276, -1.5677)
C (-3.8381, -1.4140, 0.4379)
C (-4.1900, 0.0924, 2.6674)
C (-4.1519, -3.7787, -2.4649)
C (3.0623, 2.6532, -0.1515)
C (1.3505, -1.6725, 2.2659)
C (6.4914, -0.3676, 0.5000)
C (3.4165, 2.4230, -1.4806)
C (-3.6355, -2.1219, -0.8126)
C (0.7790, 1.7730, -0.5660)
C (-2.8909, 3.1652, -0.0326)
C (-4.4210, -3.1907, -1.2520)
C (-0.1192, -1.2738, 2.2973)
C (-2.6939, 4.4306, -0.5639)
C (-2.4577, 2.8281, 1.2586)
C (-2.0815, 5.4321, 0.1645)
C (-4.9140, -1.0904, 2.5467)
C (2.5999, -1.6397, -1.4781)
C (2.4820, 1.9207, -2.3506)
C (-3.2834, 0.4427, 1.6894)
C (1.7985, 2.3477, 0.2683)
C (4.8664, -2.3712, -1.9866)
C (-1.6920, 5.1598, 1.4646)
C (4.4187, -0.8318, -0.2028)
C (-1.8939, 3.8993, 1.9834)
C (3.0742, -0.8350, -0.4400)
C (-4.7554, -1.8289, 1.4002)
C (0.2898, 1.1017, -2.9618)
C (-2.3509, -2.2321, -2.7465)
C (1.1898, 1.6002, -1.9260)
C (1.1077, -1.6448, -1.7635)
C (-3.0817, -3.2923, -3.2201)
C (3.4882, -2.3808, -2.2428)
C (5.3000, -1.5802, -0.9512)
H (-1.4936, -1.8309, -3.2694)
H (-5.6111, -1.3933, 3.3163)
H (-0.9626, -3.1703, 2.2889)
H (-1.2424, 5.9185, 2.0897)
H (3.0894, -2.9640, -3.0620)
H (-1.9341, 6.4138, -0.2631)
H (-3.0351, 4.6103, -1.5742)
H (-4.7572, -4.6008, -2.8237)
H (2.3722, -0.2073, 0.0871)
H (-5.3252, -2.7331, 1.2443)
H (-0.7473, -2.4661, 0.7838)
H (1.8483, 0.4008, 2.3511)
H (3.1627, -0.5697, 2.1584)
H (1.5804, -2.4704, 2.9715)
H (2.4231, -0.4573, 3.6273)
H (2.7519, 1.7454, -3.3860)
H (0.6993, 1.1366, -3.9833)
H (1.6177, -1.9799, 1.2585)
H (-4.3411, 0.7574, 3.5079)
H (3.7886, 3.0503, 0.5454)
H (6.9172, 0.5568, 0.1038)
H (-2.2847, 1.7087, 2.8786)
H (-0.2603, -0.3767, 1.6807)
H (7.0007, -0.6906, 1.4062)
H (-2.8205, -3.7324, -4.1728)
H (-0.4283, -1.0307, 3.3201)
H (-5.2436, -3.5391, -0.6439)
H (5.5600, -2.9528, -2.5786)